# C26H72AsF6O22S10

A structure of composition C26H72AsF6O22S10 (the ωB97M-V functional and the def2-TZVPD basis, the Open Molecules 2025 dataset).

Calculated values
* spin multiplicity: 1
* charge: -1
* LUMO level: 1.408 eV

XYZ file:
```
137
C26H72AsF6O22S10 (the ωB97M-V functional and the def2-TZVPD basis)
As 22.4984 15.3487 -25.7114
S 27.1476 14.9704 -32.6960
S 21.5221 10.4230 -22.3831
S 20.7289 16.4076 -31.2213
S 26.8117 14.5322 -24.8129
S 21.6537 15.8014 -19.4090
S 27.5705 19.4689 -27.3058
S 25.8935 8.4179 -25.8247
S 16.7354 13.5046 -25.2649
S 22.9736 21.4113 -25.4694
S 23.2907 12.2072 -31.1369
F 23.3599 14.2000 -24.6665
F 21.0673 14.2766 -25.5829
F 23.1034 14.5852 -27.1926
F 21.5833 16.5434 -26.6468
F 23.8761 16.4445 -25.7347
F 21.8890 16.2019 -24.2702
O 25.0017 9.7347 -25.4301
O 23.3805 22.0087 -24.1886
O 26.2933 7.8712 -24.5515
O 15.4359 13.9346 -25.7318
O 16.8982 12.3346 -24.4800
O 22.2588 14.4075 -19.5041
O 24.7586 11.9403 -31.0460
O 26.5687 15.9594 -31.5265
O 22.0328 9.7497 -21.2026
O 21.8682 10.0690 -23.7138
O 17.3943 14.7775 -24.4729
O 21.8381 15.8283 -31.9404
O 26.8721 8.7871 -26.8237
O 26.0787 14.6699 -33.6231
O 19.6311 16.9936 -31.9357
O 21.4070 17.5907 -30.2868
O 28.3469 15.5913 -33.2504
O 21.4360 21.8538 -25.9191
O 23.8093 21.3993 -26.6731
O 27.6188 20.9733 -27.1238
O 28.3265 14.6619 -24.7422
O 19.8618 10.4648 -22.3069
C 24.2502 10.3810 -26.4344
C 19.1698 9.2140 -22.3447
C 22.4922 19.6842 -25.0962
C 22.6007 12.6455 -29.5011
C 27.5814 19.0942 -29.0915
C 20.3633 15.3618 -29.7293
C 25.3682 15.6329 -30.7994
C 23.0491 16.8511 -18.8349
C 19.6114 21.4591 -24.4626
C 21.3312 16.4614 -21.0874
C 20.5454 18.5771 -29.7633
C 18.0297 9.3750 -23.3696
C 26.1440 15.8036 -23.6151
C 21.8684 12.2394 -22.1924
C 22.5463 10.5553 -31.4201
C 18.5276 14.5093 -23.6130
C 25.5414 15.8524 -29.2851
C 26.5046 13.0914 -23.7951
C 21.4273 19.6170 -29.0112
C 27.6103 13.4454 -31.7586
C 18.1123 13.9660 -22.2118
C 20.5695 22.5148 -24.9918
C 23.7321 11.6977 -25.8738
C 17.8425 13.4468 -26.7242
C 24.6311 7.3675 -26.5816
C 25.8972 18.9382 -26.8787
H 18.9217 14.2192 -21.5230
H 23.4139 9.7582 -26.7656
H 21.7318 19.6180 -24.3203
H 26.6958 13.0525 -31.3169
H 25.3904 19.1699 -27.8180
H 27.7153 18.0279 -29.2693
H 23.3178 16.6615 -17.7986
H 26.0376 16.7312 -28.8756
H 22.0856 16.0635 -21.7660
H 19.8425 8.3627 -22.4415
H 17.6970 12.4503 -27.1371
H 18.6715 9.1211 -21.3772
H 26.4066 16.7933 -23.9821
H 19.3201 20.7428 -25.2315
H 22.8102 17.9159 -18.8950
H 18.9820 15.4864 -23.4634
H 25.9994 15.0004 -28.7781
H 22.8307 12.0000 -26.4096
H 23.4521 11.7076 -24.8237
H 20.1261 23.4070 -25.4322
H 19.7510 18.1911 -29.1180
H 19.1958 13.7896 -24.0828
H 25.0737 14.6243 -31.0907
H 20.0148 19.0386 -30.5974
H 21.4966 17.5397 -21.0724
H 22.7861 11.8103 -28.8249
H 20.8522 20.1561 -28.2595
H 22.7625 10.0851 -32.3752
H 18.4657 9.7101 -24.3119
H 23.0421 13.5655 -29.1276
H 21.4755 10.7121 -31.2639
H 24.4117 7.7632 -27.5705
H 25.1911 6.4326 -26.5967
H 25.0705 15.6672 -23.7525
H 17.3304 10.1526 -23.0670
H 23.7341 7.3060 -25.9697
H 22.9413 12.3963 -22.2795
H 18.6686 21.9514 -24.2140
H 22.2038 19.1352 -28.4162
H 24.5707 15.9189 -28.7870
H 28.3707 19.6436 -29.6015
H 26.9271 12.2289 -24.3076
H 17.4909 8.4456 -23.5541
H 27.0064 13.1779 -22.8303
H 26.6342 19.4277 -29.5197
H 21.3058 12.8216 -22.9205
H 26.4289 15.5822 -22.5889
H 21.5285 12.7141 -29.6837
H 24.8856 10.4948 -27.3166
H 20.0038 20.9071 -23.6112
H 28.0064 12.7997 -32.5399
H 19.6330 14.5905 -29.9636
H 22.0103 19.2145 -25.9540
H 18.8195 13.6726 -26.2994
H 23.8917 16.7749 -19.5232
H 25.3728 19.4190 -26.0589
H 24.4475 12.4961 -26.0670
H 21.8763 20.1787 -29.8281
H 24.5658 16.2673 -31.1775
H 23.3294 19.0431 -24.8228
H 19.9464 16.1083 -29.0555
H 25.4462 12.9964 -23.5499
H 21.3447 15.0641 -29.3723
H 22.7453 9.8554 -30.6054
H 21.1562 22.9175 -24.1631
H 21.5346 12.5368 -21.1985
H 18.1150 12.8761 -22.2005
H 20.3027 16.2481 -21.3673
H 25.8255 17.8567 -26.7543
H 17.1723 14.3413 -21.8116
H 28.3796 13.7779 -31.0653
H 17.5403 14.1911 -27.4573
```

# C26H73AgBN4O11

A structure of composition C26H73AgBN4O11 (the ωB97M-V functional and the def2-TZVPD basis, the Open Molecules 2025 dataset).

Calculated values
* spin multiplicity: 2
* expectation value of S²: 0.7559
* charge: 0
* LUMO level (alpha / beta): 0.112 / -1.493 eV

XYZ file:
```
116
C26H73AgBN4O11 (the ωB97M-V functional and the def2-TZVPD basis)
Ag -0.1269 -1.3519 -2.3558
O 1.3428 -4.0006 4.9720
O 2.1806 4.5989 1.8376
O -4.8558 0.9442 -3.0449
O 3.5564 0.6507 5.2756
O -4.9787 -1.8501 0.8026
O 1.7614 -0.3296 -3.3403
O 1.3902 -2.7376 -1.1491
O 2.4307 -1.1183 0.9252
O -1.1498 2.7443 0.3513
O -1.7984 -0.0175 -3.4843
O -1.2327 5.3642 -2.1634
N -1.4126 -4.1751 5.5222
N 3.5299 1.7379 2.2058
N 0.4283 -2.7753 -4.1622
N -3.4799 0.3900 -0.7451
C -1.4211 4.7807 -0.8626
C -0.9133 3.3605 -0.9041
C 0.4890 -4.5641 3.9968
C 2.6984 -4.3173 4.8217
C -6.0101 -2.3799 1.6057
C 4.3016 1.6493 4.5780
C 2.5586 2.2975 1.2841
C 2.1737 -1.0325 -4.5038
C -1.1027 2.1188 -4.4471
C -3.2510 -0.0788 0.6441
C -4.4641 -0.6603 1.3671
C -1.4665 0.6378 -4.6699
C 2.3025 -3.2209 -5.6448
C 2.7591 3.7329 0.8589
C -0.8885 -3.9417 4.1493
C 3.4484 2.3653 3.5318
C -4.5416 1.3941 -0.7111
C 2.1903 0.9917 -3.2399
C -0.9003 -2.4431 3.8982
C 2.9481 -2.3810 0.6039
C -5.4110 1.3915 -4.2662
C 2.0694 5.9366 1.3863
C 2.7877 -2.6254 -0.9084
C 1.8654 -2.5250 -4.3572
C -4.7799 2.0072 -2.0831
C 3.3911 -0.5822 4.6276
B -0.0512 -0.0956 -0.3432
H -1.4699 -5.1817 5.6768
H -1.9135 -2.0813 4.0646
H 1.7058 -0.6232 -5.4065
H -0.1997 -1.2062 -0.0279
H -0.7437 2.5266 -5.3957
H -4.3674 2.1584 0.0622
H 0.1688 3.3981 -1.0774
H -0.0498 -2.5094 -5.0207
H 4.5651 2.4143 5.3100
H 3.2522 -1.8304 -1.4915
H -5.2684 0.0490 1.6149
H -5.5028 0.9962 -0.3742
H -0.8125 5.3624 -0.1601
H -0.2869 2.2010 -3.7347
H 3.0399 6.4399 1.3487
H -2.3342 0.6307 -5.3391
H -2.6228 0.9363 -0.8263
H -4.1449 -0.8798 2.4014
H -5.5230 0.4834 -4.8542
H -2.9180 0.7106 1.3306
H 2.4082 2.2519 3.8816
H 3.3615 -3.5029 -1.2395
H 3.9824 -2.4410 0.9437
H -1.9649 2.6724 -4.0862
H 3.8201 3.9775 0.7536
H -0.7874 1.8287 0.2950
H 1.4762 6.4578 2.1355
H -2.4919 -0.8572 0.6021
H 3.2612 -0.9454 -4.5925
H 4.3165 -1.1776 4.6537
H -4.7686 2.1476 -4.7319
H 3.1049 -3.9478 3.8711
H -1.6081 -4.4424 3.4949
H 3.5505 3.4498 3.5265
H 1.9057 1.6412 -4.0763
H 2.2783 3.8472 -0.1172
H 0.9538 0.0265 -0.9062
H -0.6188 -3.9288 6.1183
H 3.2679 1.0986 -3.0643
H -0.8995 0.1271 -1.0900
H -2.4580 4.9176 -0.5425
H 1.7246 1.4689 -2.3747
H 0.4429 -5.6560 4.1020
H 1.5790 5.9590 0.4111
H -5.6553 2.6582 -2.1509
H 3.3446 -2.9414 -5.8450
H -0.6496 0.0673 -5.1273
H 2.5311 -2.9376 -3.5999
H -3.9210 2.6002 -2.4278
H 1.5444 2.2383 1.7091
H -6.3967 1.8506 -4.1290
H 5.2337 1.2507 4.1674
H 2.8753 -5.3976 4.8290
H -0.1618 0.5282 0.6161
H -0.5183 -2.2087 2.9032
H -5.6976 -2.6750 2.6103
H -6.3372 -3.2640 1.0575
H 2.3455 -4.3084 -5.5567
H 2.3662 -3.1587 1.1205
H 3.1173 -0.5202 3.5745
H 0.9323 -4.3278 3.0176
H -6.8821 -1.7221 1.6743
H 3.2853 -3.8314 5.5970
H 2.5036 1.6924 0.3759
H 1.0142 -3.3874 -0.5458
H 1.6918 -2.9837 -6.5171
H -1.5367 6.2730 -2.0936
H -1.3825 2.7295 -1.6590
H 0.2789 -3.7805 -4.1336
H -0.2728 -1.9282 4.6282
H 3.4039 0.7466 2.3054
H 2.6105 -1.1317 5.1531
H 1.5542 -0.9883 0.5188
```

no.,F_max (eV Å⁻¹)
1,3.2
2,2.0